Formula: C20H28N2O4
Source: the OMol25 dataset
Level of theory: ωB97M-V with the def2-TZVPD basis set

SMILES = COc1ccc(OC)c(C(=O)N2CCC(CCC(=O)NC3CC3)CC2)c1
Highest occupied orbital energy = -8.08 eV
E = -1189.35848 Ha
F_max = 0.7 eV/A
ΔE to the lowest compared entry with this formula, charge and spin = 75.92 kcal per mole
Kohn-Sham gap = 8.801 eV

Structure (ORCA input):
```
! wB97M-V def2-TZVPD RIJCOSX def2/J DEFGRID3
* xyz 0 1
C 4.014 -2.409 -5.065
O 3.816 -3.295 -3.989
C 3.177 -2.829 -2.878
C 3.050 -3.727 -1.821
C 2.424 -3.358 -0.646
C 1.903 -2.077 -0.498
O 1.262 -1.619 0.621
C 1.218 -2.456 1.750
C 2.017 -1.177 -1.561
C 1.549 0.244 -1.416
O 2.323 1.136 -1.115
N 0.251 0.475 -1.694
C -0.743 -0.533 -1.962
C -1.693 -0.681 -0.763
C -1.949 0.675 -0.079
C -1.061 0.863 1.159
C -1.623 0.130 2.383
C -2.969 0.687 2.800
O -4.016 0.105 2.589
N -2.977 1.885 3.434
C -1.891 2.757 3.729
C -1.753 4.057 2.979
C -2.179 4.052 4.418
C -1.721 1.805 -1.087
C -0.269 1.824 -1.566
C 2.656 -1.549 -2.734
H 4.604 -1.538 -4.765
H 3.062 -2.074 -5.491
H 4.563 -2.976 -5.815
H 3.456 -4.719 -1.936
H 2.352 -4.081 0.151
H 0.633 -3.362 1.559
H 0.732 -1.874 2.531
H 2.223 -2.737 2.082
H -0.251 -1.482 -2.179
H -1.303 -0.228 -2.853
H -1.251 -1.368 -0.043
H -2.630 -1.117 -1.110
H -2.993 0.712 0.246
H -0.985 1.927 1.387
H -0.058 0.487 0.957
H -1.775 -0.924 2.145
H -0.920 0.201 3.214
H -3.903 2.235 3.647
H -0.982 2.235 3.998
H -0.763 4.408 2.731
H -2.500 4.287 2.235
H -1.483 4.402 5.165
H -3.209 4.290 4.640
H -2.395 1.664 -1.934
H -1.960 2.768 -0.635
H 0.377 2.352 -0.859
H -0.195 2.339 -2.533
H 2.739 -0.815 -3.520
*
```